1.
186
Properties=species:S:1:pos:R:3:forces:R:3:lowdin_charge:R:1 method="wB97M-V/def2-TZVPD" homo_lumo_gap_ev=1.914 charge=+10 e_above_lowest_kcal_mol=0.0 e_tot_ev=-167353.7690 largest_force_ev_per_a=11.0 homo_energy_ev=-18.90
C -2.516 -1.789 -7.921 -0.160 -0.662 0.081 0.057
N -3.862 -2.293 -8.458 1.650 1.575 2.273 -0.089
C -3.908 -2.482 -9.755 -2.759 -1.569 -2.229 0.046
C -5.148 -2.929 -10.377 2.527 0.940 1.371 0.111
C -6.259 -3.099 -9.567 0.750 0.591 -0.039 -0.160
C -6.178 -2.767 -8.216 2.496 0.786 1.691 0.066
C -4.916 -2.385 -7.615 -3.000 -0.808 -2.620 0.042
C -7.515 -3.504 -10.164 -3.167 -0.704 -1.385 -0.099
C -8.502 -4.219 -9.411 1.215 0.877 -0.185 0.057
C -9.722 -4.537 -9.952 0.376 -0.044 -0.730 0.029
N -9.973 -4.244 -11.243 -0.900 0.163 1.632 -0.071
C -9.101 -3.588 -12.001 0.404 -0.370 -0.631 0.029
C -7.877 -3.186 -11.518 0.708 -0.448 1.789 0.083
C -11.360 -4.491 -11.714 0.143 -0.122 -0.794 0.068
H -2.190 -0.838 -8.343 -0.612 -0.041 -0.288 0.111
H -1.767 -2.535 -8.190 -0.086 -0.031 0.150 0.114
H -2.555 -1.677 -6.837 -0.204 -0.203 -0.171 0.095
H -2.979 -2.356 -10.290 -0.096 0.043 -0.223 0.160
H -5.198 -3.088 -11.444 0.276 -0.112 0.019 0.137
H -7.059 -2.705 -7.593 -0.010 -0.240 0.030 0.125
H -4.859 -2.098 -6.576 0.424 -0.043 -0.158 0.135
H -8.289 -4.472 -8.383 -0.104 -0.196 -0.001 0.124
H -10.536 -5.065 -9.478 0.267 0.044 0.437 0.154
H -9.361 -3.496 -13.045 -0.160 0.377 -0.064 0.171
H -7.211 -2.639 -12.169 -0.063 0.010 -0.075 0.135
H -11.207 -5.049 -12.638 -0.727 0.227 -0.164 0.128
H -11.855 -3.525 -11.814 0.112 -0.080 -0.481 0.128
H -11.970 -5.066 -11.017 0.545 -0.165 0.085 0.114
C 5.847 -3.768 1.246 -0.101 0.796 -1.689 0.020
N 5.990 -3.546 2.663 1.339 -0.908 2.160 -0.075
C 5.030 -3.019 3.465 0.086 0.591 0.386 0.033
C 5.137 -3.006 4.847 0.947 -0.072 0.326 0.058
C 6.276 -3.545 5.475 -1.980 0.686 0.396 -0.121
C 7.262 -3.919 4.626 2.043 -2.122 -0.205 0.028
C 7.160 -3.985 3.252 -1.815 1.347 0.083 0.059
C 6.344 -3.562 6.982 0.346 1.664 1.142 -0.101
C 6.877 -4.597 7.774 -0.238 -0.437 -0.946 0.051
C 6.995 -4.531 9.149 -0.223 0.401 -1.218 0.047
N 6.487 -3.447 9.778 0.743 -1.343 -0.204 -0.092
C 6.000 -2.435 9.108 -1.676 1.238 -2.297 0.037
C 5.938 -2.390 7.678 0.486 -1.971 0.803 0.095
C 6.353 -3.495 11.231 1.140 0.093 0.859 0.055
H 6.225 -2.892 0.719 -0.056 0.127 -0.052 0.120
H 4.810 -3.891 0.933 0.092 -0.126 0.344 0.114
H 6.453 -4.606 0.900 -0.218 -0.103 0.371 0.117
H 4.224 -2.457 3.016 -0.174 -0.452 -0.439 0.154
H 4.448 -2.525 5.527 -0.687 -0.004 -0.658 0.130
H 8.123 -4.412 5.052 0.492 0.322 -0.043 0.143
H 7.986 -4.255 2.611 -0.202 -0.391 -0.074 0.158
H 7.081 -5.522 7.257 0.538 -0.189 0.253 0.138
H 7.471 -5.312 9.723 -0.219 -0.002 0.170 0.162
H 5.430 -1.734 9.700 0.415 0.540 0.022 0.165
H 5.507 -1.577 7.112 0.074 0.430 0.544 0.129
H 5.325 -3.764 11.476 0.229 0.193 0.268 0.132
H 6.748 -2.572 11.656 -0.774 0.302 -0.038 0.127
H 7.093 -4.203 11.603 -0.478 -0.440 -0.015 0.116
C -12.611 -0.506 4.474 -0.055 -0.886 -0.342 0.061
N -11.192 -0.276 4.150 1.594 0.980 0.409 -0.080
C -10.788 -0.203 2.839 1.292 0.548 1.491 0.045
C -9.460 0.166 2.551 -1.499 -0.197 -0.315 0.034
C -8.533 0.517 3.539 -1.110 -0.100 0.784 -0.146
C -8.970 0.383 4.859 -1.476 -0.246 0.033 0.079
C -10.297 -0.046 5.139 1.336 0.379 -1.087 0.063
C -7.222 1.107 3.210 1.061 -0.117 -1.152 -0.133
C -6.012 0.562 3.650 -0.574 -0.282 0.793 0.046
C -4.843 1.203 3.382 -0.584 0.113 -0.696 0.014
N -4.854 2.332 2.627 1.006 -1.098 -0.027 -0.096
C -5.925 2.806 1.990 -0.540 -0.987 1.765 0.066
C -7.130 2.152 2.298 -0.726 0.922 -0.027 0.069
C -3.562 3.018 2.588 -0.192 0.669 0.884 0.053
H -12.757 -1.395 3.860 -1.305 0.180 0.190 0.112
H -13.216 0.370 4.239 0.077 -0.160 -0.443 0.135
H -12.792 -0.728 5.525 0.467 -0.091 -0.052 0.124
H -11.533 -0.384 2.079 -0.053 0.008 0.010 0.155
H -9.251 0.258 1.495 0.296 0.003 -0.048 0.129
H -8.437 0.721 5.735 0.489 -0.159 -0.089 0.147
H -10.562 -0.184 6.177 -0.582 0.117 -0.047 0.162
H -6.009 -0.329 4.260 0.114 -0.034 0.104 0.140
H -3.886 0.812 3.696 0.052 0.297 0.164 0.156
H -5.754 3.738 1.472 -0.498 -0.086 -0.353 0.161
H -8.082 2.542 1.969 0.149 0.335 -0.481 0.142
H -2.755 2.287 2.539 -0.023 0.304 -0.757 0.116
H -3.487 3.429 3.595 0.289 0.512 -0.108 0.132
H -3.637 3.827 1.861 0.657 -0.301 -0.027 0.117
C -1.704 11.730 -4.150 0.193 1.216 -0.664 0.020
N -1.124 10.439 -4.376 0.187 -2.322 -0.038 -0.091
C 0.241 10.288 -4.165 -2.823 -2.343 -1.452 0.095
C 0.729 9.038 -4.597 -0.264 0.265 -0.303 0.084
C -0.134 8.075 -5.197 0.934 0.118 0.633 -0.132
C -1.503 8.233 -5.190 0.160 -0.107 0.120 0.016
C -1.999 9.420 -4.753 1.498 2.053 -0.155 0.050
C 0.360 6.870 -5.923 1.597 -0.492 -0.468 -0.121
C 0.042 6.736 -7.285 0.084 0.272 -0.026 0.048
C 0.603 5.763 -8.091 0.044 0.147 0.142 0.023
N 1.510 4.913 -7.596 -0.413 0.183 1.434 -0.078
C 1.875 5.042 -6.292 -0.262 -0.562 0.226 0.038
C 1.312 5.958 -5.402 -0.205 0.777 -1.425 0.076
C 2.175 3.873 -8.423 0.906 1.336 -0.407 0.058
H -0.999 12.433 -4.591 0.160 0.406 0.816 0.124
H -1.872 11.808 -3.075 -0.362 0.701 -0.290 0.134
H -2.533 11.873 -4.843 -0.537 -0.217 0.740 0.121
H 0.740 11.152 -3.752 0.366 -0.148 -0.093 0.163
H 1.794 8.860 -4.581 0.085 -0.005 0.067 0.136
H -2.137 7.446 -5.572 -0.194 0.163 -0.013 0.141
H -3.030 9.697 -4.912 -0.044 0.178 0.427 0.155
H -0.522 7.499 -7.801 -0.360 -0.033 0.119 0.144
H 0.394 5.704 -9.149 -0.046 -0.032 -0.059 0.161
H 2.619 4.312 -6.010 0.111 0.171 0.412 0.149
H 1.711 6.114 -4.411 0.006 -0.466 0.106 0.139
H 3.091 3.614 -7.892 -0.391 -0.669 0.025 0.111
H 2.558 4.434 -9.275 -0.228 -0.323 -0.395 0.120
H 1.519 3.061 -8.739 0.106 0.140 0.388 0.117
C 10.628 1.486 -0.952 -0.982 -0.795 0.285 0.036
N 11.101 1.535 0.451 1.653 1.244 0.464 -0.075
C 12.219 2.340 0.678 -1.483 -2.147 0.370 0.048
C 12.750 2.343 1.931 -0.326 0.052 0.488 0.073
C 12.095 1.677 3.034 1.221 1.820 -2.230 -0.137
C 11.028 0.892 2.755 -1.769 -0.859 -0.970 0.041
C 10.523 0.811 1.446 1.817 0.588 -1.221 0.047
C 12.552 1.990 4.365 1.867 0.572 2.211 -0.133
C 11.687 2.435 5.377 -0.121 -0.253 -0.133 0.073
C 12.175 2.804 6.627 0.228 -0.378 -1.707 0.036
N 13.494 2.730 6.832 -0.454 0.891 0.030 -0.098
C 14.402 2.336 5.926 -1.247 -0.302 -1.151 0.053
C 13.949 1.993 4.643 -0.389 0.137 0.949 0.082
C 13.933 3.335 8.091 1.331 -0.217 -0.167 0.057
H 10.903 0.517 -1.367 -0.244 -0.040 0.013 0.118
H 11.030 2.242 -1.627 0.168 0.213 0.664 0.114
H 9.550 1.609 -0.844 -0.010 -0.154 -0.665 0.111
H 12.674 2.793 -0.190 -0.125 0.211 0.086 0.155
H 13.651 2.936 1.992 0.064 0.030 0.704 0.143
H 10.527 0.318 3.520 0.013 0.012 0.092 0.138
H 9.839 0.077 1.045 -0.545 0.151 0.543 0.149
H 10.639 2.574 5.157 -0.154 -0.094 0.138 0.140
H 11.600 3.245 7.428 -0.273 -0.186 -0.163 0.157
H 15.429 2.334 6.262 0.121 0.046 -0.230 0.165
H 14.687 1.777 3.885 -0.011 -0.261 -0.007 0.138
H 13.139 3.994 8.443 0.270 -0.524 0.559 0.118
H 14.802 3.950 7.860 -0.022 0.049 0.171 0.122
H 14.276 2.469 8.657 -0.336 0.556 0.945 0.131
C -1.903 -4.180 -0.496 -1.420 -0.248 0.966 0.071
N -3.313 -4.442 -0.061 -1.459 0.383 -1.560 -0.086
C -4.260 -3.410 -0.102 2.084 -2.462 0.636 0.036
C -5.515 -3.687 0.338 -0.914 1.865 -0.926 0.016
C -5.961 -4.955 0.652 1.716 -0.450 -0.316 -0.160
C -5.003 -5.946 0.609 0.818 -0.594 0.293 0.081
C -3.664 -5.710 0.212 -1.810 1.054 1.327 0.063
C -7.308 -5.289 1.089 -0.702 -0.003 0.300 -0.159
C -7.772 -4.690 2.256 -0.769 -0.217 -0.300 0.053
C -9.064 -4.961 2.674 0.239 -0.068 0.233 0.017
N -9.851 -5.855 2.055 2.199 -0.121 -2.144 -0.082
C -9.373 -6.524 0.935 0.886 1.144 0.874 0.101
C -8.085 -6.227 0.409 -1.681 -0.349 1.336 0.088
C -11.223 -6.042 2.488 -0.257 -0.129 0.600 0.051
H -1.461 -4.159 0.500 1.172 0.190 -0.607 0.123
H -1.920 -3.222 -1.015 0.527 -0.260 0.059 0.106
H -1.649 -5.040 -1.116 0.583 0.419 0.068 0.119
H -3.869 -2.466 -0.454 -0.249 0.075 0.142 0.143
H -6.180 -2.839 0.279 -0.380 -0.042 0.212 0.134
H -5.304 -6.879 1.062 0.397 -0.546 -0.508 0.152
H -2.907 -6.476 0.294 0.154 0.010 -0.292 0.166
H -7.120 -4.041 2.821 -0.194 0.108 0.100 0.137
H -9.508 -4.494 3.541 0.101 0.002 0.109 0.149
H -10.039 -7.271 0.527 0.000 -0.030 -0.160 0.160
H -7.718 -6.789 -0.437 -0.082 0.077 -0.133 0.145
H -11.425 -7.104 2.350 -0.675 0.284 0.018 0.131
H -11.844 -5.331 1.943 -0.250 -0.513 -0.223 0.127
H -11.273 -5.768 3.542 -0.099 -0.330 -0.010 0.116
N 4.109 2.386 7.362 0.906 -1.183 -3.536 -0.289
S 4.711 3.395 8.301 1.893 7.110 8.135 0.442
O 4.216 4.794 8.195 1.093 -3.586 0.026 -0.304
O 6.151 3.233 8.606 -2.214 -0.033 -1.266 -0.331
F 4.071 2.959 9.719 -0.160 -0.604 -1.004 -0.209
S 5.013 2.922 6.062 -1.312 1.872 -3.911 0.524
O 6.301 2.317 5.808 -0.944 0.017 0.673 -0.324
O 4.781 4.314 5.634 1.301 -2.638 1.456 -0.285
F 4.060 2.239 5.020 -0.458 -1.496 -0.829 -0.225
N 3.110 -0.491 -1.888 0.933 -0.237 -4.390 -0.278
S 3.693 0.839 -1.406 -0.468 3.815 4.946 0.388
O 3.188 2.106 -1.964 1.011 -2.289 0.588 -0.311
O 5.044 0.729 -0.974 0.832 0.706 -0.383 -0.295
F 2.938 0.695 0.006 -0.483 0.682 0.473 -0.239
S 3.662 -0.221 -3.473 0.660 -4.369 -2.987 0.592
O 5.071 0.070 -3.807 -3.277 -0.056 1.408 -0.280
O 2.598 0.347 -4.255 0.690 -0.018 0.128 -0.321
F 3.606 -1.856 -3.848 -0.144 1.703 0.297 -0.258

---

2.
86
Properties=species:S:1:pos:R:3:forces:R:3:lowdin_charge:R:1 method="wB97M-V/def2-TZVPD" homo_lumo_gap_ev=5.772 charge=+1 e_above_lowest_kcal_mol=37.1 e_tot_ev=-108185.8536 largest_force_ev_per_a=0.2 homo_energy_ev=-7.88
Y 0.003 0.157 0.694 -0.052 0.067 -0.053 1.235
C -2.000 5.346 -0.827 -0.008 0.000 0.004 -0.019
N -1.349 4.449 0.117 0.012 -0.026 -0.007 -0.125
C -0.775 5.087 1.296 0.009 -0.004 0.003 -0.003
C -1.324 3.121 -0.004 0.016 0.065 0.000 -0.389
O -0.801 2.391 0.842 0.041 -0.006 0.078 -0.048
C -1.952 2.511 -1.258 -0.038 -0.012 -0.032 -0.087
O -1.869 1.101 -1.242 0.050 -0.008 0.012 -0.156
C -3.090 0.386 -1.185 -0.005 0.000 0.021 -0.094
C -3.265 -0.240 0.203 -0.134 0.049 -0.102 -0.394
O -2.334 -0.152 1.007 0.001 -0.069 0.013 -0.055
N -4.406 -0.865 0.489 0.068 0.025 -0.008 -0.121
C -5.515 -1.025 -0.438 -0.005 0.005 0.010 -0.016
C -4.592 -1.483 1.799 0.003 -0.011 -0.010 -0.008
H -1.376 6.229 -0.958 0.001 0.001 0.003 0.101
H -2.974 5.666 -0.451 0.002 0.002 -0.002 0.106
H -2.128 4.886 -1.802 -0.001 -0.005 -0.001 0.083
H -0.019 5.810 0.985 -0.002 0.001 0.002 0.096
H -0.322 4.333 1.930 -0.003 0.002 0.003 0.085
H -1.555 5.609 1.852 0.000 0.001 0.002 0.103
H -1.410 2.871 -2.137 0.014 -0.003 0.001 0.147
H -2.989 2.842 -1.349 0.004 -0.005 0.000 0.137
H -3.051 -0.406 -1.937 0.014 0.001 -0.006 0.147
H -3.930 1.037 -1.432 0.002 -0.002 0.021 0.130
H -5.319 -0.551 -1.394 0.005 -0.005 -0.003 0.080
H -6.419 -0.588 -0.013 0.000 0.000 -0.001 0.103
H -5.695 -2.087 -0.615 0.003 0.000 0.005 0.105
H -3.682 -1.383 2.380 0.002 0.005 0.003 0.092
H -4.827 -2.540 1.669 0.004 -0.003 0.005 0.100
H -5.419 -0.997 2.318 0.002 0.002 0.000 0.101
O 1.819 1.254 -0.047 0.025 0.062 -0.079 -0.389
P 3.266 1.413 0.382 -0.059 -0.117 -0.029 0.554
N 3.748 2.865 -0.199 -0.017 0.099 -0.026 -0.187
C 5.004 3.487 0.240 0.021 0.024 0.009 -0.185
C 5.042 4.800 -0.538 0.020 -0.015 -0.027 -0.162
C 3.564 5.150 -0.693 -0.016 0.000 0.021 -0.171
C 2.923 3.794 -0.980 0.000 0.009 -0.017 -0.186
N 3.425 1.325 1.998 0.065 -0.032 0.003 -0.179
C 4.551 0.750 2.749 -0.015 0.001 0.036 -0.187
C 4.470 1.479 4.084 0.047 0.003 -0.030 -0.163
C 2.965 1.609 4.297 -0.044 -0.020 0.038 -0.155
C 2.423 1.913 2.900 0.036 -0.026 -0.057 -0.190
N 4.334 0.320 -0.203 -0.053 0.020 0.046 -0.177
C 4.755 0.417 -1.620 -0.025 0.011 0.020 -0.182
C 5.182 -1.006 -1.971 0.002 -0.002 0.005 -0.162
C 4.263 -1.864 -1.105 0.020 0.030 -0.005 -0.175
C 4.248 -1.102 0.214 -0.005 -0.036 -0.025 -0.191
H 5.861 2.845 0.025 0.001 0.000 -0.007 0.110
H 4.987 3.668 1.321 -0.014 -0.011 0.003 0.112
H 5.490 4.638 -1.521 0.000 0.001 0.004 0.116
H 5.619 5.569 -0.028 0.003 -0.003 0.004 0.114
H 3.373 5.878 -1.480 0.004 -0.001 -0.003 0.112
H 3.177 5.550 0.248 0.001 0.003 -0.007 0.111
H 2.972 3.558 -2.048 0.004 0.000 0.001 0.117
H 1.879 3.739 -0.671 0.004 -0.009 0.009 0.094
H 5.493 0.906 2.225 -0.006 0.006 -0.010 0.115
H 4.405 -0.325 2.892 -0.008 0.003 0.007 0.114
H 4.933 2.466 3.997 -0.006 -0.001 0.008 0.111
H 4.971 0.936 4.884 0.002 -0.001 0.003 0.115
H 2.692 2.375 5.021 0.001 0.006 -0.006 0.113
H 2.553 0.657 4.637 0.010 -0.001 -0.003 0.116
H 2.332 2.990 2.719 -0.020 0.001 0.008 0.116
H 1.449 1.435 2.762 -0.018 0.023 0.011 0.064
H 5.559 1.144 -1.736 0.001 -0.001 -0.011 0.108
H 3.917 0.731 -2.252 0.014 0.006 -0.012 0.114
H 6.222 -1.166 -1.681 0.000 -0.002 0.002 0.118
H 5.094 -1.209 -3.037 0.000 0.007 -0.004 0.114
H 4.610 -2.890 -0.991 -0.007 -0.002 -0.001 0.115
H 3.257 -1.889 -1.532 0.011 -0.015 -0.007 0.101
H 5.124 -1.360 0.815 -0.002 -0.005 0.010 0.117
H 3.348 -1.280 0.808 0.010 0.018 0.029 0.084
C 0.000 -2.009 -0.825 0.032 -0.011 -0.016 -0.248
Ge 0.321 -2.716 1.101 0.052 -0.022 0.105 0.630
C -1.343 -3.745 1.383 -0.026 0.012 0.006 -0.226
C 1.719 -4.056 0.749 0.027 0.029 -0.020 -0.215
C 0.732 -1.185 2.172 0.017 -0.057 0.044 -0.493
H -0.234 -2.934 -1.353 0.016 0.011 -0.024 0.039
H 0.910 -1.610 -1.291 -0.004 0.024 0.008 0.012
H -0.832 -1.339 -1.095 -0.065 -0.048 0.013 -0.014
H -1.429 -4.582 0.687 -0.003 -0.004 0.003 0.015
H -2.203 -3.085 1.251 -0.013 -0.008 0.005 -0.019
H -1.377 -4.135 2.401 0.003 -0.007 -0.001 0.019
H 1.379 -4.806 0.032 0.000 0.004 -0.004 0.020
H 1.979 -4.567 1.676 -0.011 0.011 0.012 0.021
H 2.621 -3.581 0.363 -0.009 -0.021 0.005 -0.014
H 1.091 -1.506 3.153 -0.006 -0.013 -0.008 -0.097